1.
{"formula": "C36H32BFIrN6", "method": "ωB97M-V/def2-TZVPD", "symbols": ["Ir", "C", "C", "C", "C", "N", "N", "B", "N", "N", "C", "C", "C", "C", "C", "C", "C", "C", "C", "C", "N", "N", "C", "C", "C", "C", "C", "C", "C", "C", "C", "C", "C", "C", "C", "C", "C", "C", "H", "H", "H", "H", "H", "H", "H", "H", "H", "H", "H", "H", "H", "H", "H", "H", "H", "H", "H", "H", "H", "H", "H", "H", "H", "H", "H", "H", "F", "C", "C", "C", "C", "C", "C", "H", "H", "H", "H"], "xyz": [[0.1017, -0.0657, -0.0959], [-1.5270, -4.4227, -2.9153], [-0.5490, -3.3701, -2.5213], [0.7285, -3.1299, -3.0096], [1.2166, -2.0413, -2.2874], [0.2687, -1.6442, -1.4352], [-0.8094, -2.4527, -1.5667], [-2.0056, -2.1668, -0.6548], [-2.4843, -0.7217, -0.9434], [-1.7176, 0.3768, -0.6616], [-2.4353, 1.4929, -0.9567], [-3.6432, 1.0720, -1.4935], [-3.6571, -0.3150, -1.4473], [-4.7427, -1.2440, -1.8660], [-2.0447, 2.8877, -0.7686], [-1.4015, 3.3337, 0.3781], [-1.0941, 4.6763, 0.5361], [-1.4292, 5.5868, -0.4559], [-2.0975, 5.1523, -1.5927], [-2.4127, 3.8115, -1.7456], [-1.5329, -2.1771, 0.8236], [-0.4951, -1.3876, 1.2231], [-0.2625, -1.5922, 2.5365], [-1.1956, -2.5184, 2.9824], [-1.9688, -2.8761, 1.8835], [-3.0813, -3.8622, 1.7958], [0.8422, -0.9439, 3.2498], [0.6263, -0.3493, 4.4886], [1.6817, 0.2595, 5.1533], [2.9532, 0.2590, 4.5939], [3.1772, -0.3658, 3.3751], [2.1249, -0.9712, 2.7058], [2.4987, -1.3340, -2.3105], [3.2190, -1.1694, -3.4909], [4.4199, -0.4787, -3.4691], [4.9119, 0.0484, -2.2782], [4.2036, -0.1224, -1.0970], [3.0062, -0.8202, -1.1171], [-1.1169, -5.0247, -3.7218], [-2.4620, -3.9810, -3.2601], [-1.7511, -5.0823, -2.0767], [1.2503, -3.6991, -3.7599], [-2.8858, -2.9396, -0.8348], [-4.4517, 1.7098, -1.8087], [-5.5791, -0.6698, -2.2557], [-5.0963, -1.8409, -1.0254], [-4.4002, -1.9253, -2.6448], [-1.2176, 2.6475, 1.1899], [-0.6172, 5.0136, 1.4475], [-1.1922, 6.6353, -0.3344], [-2.3761, 5.8581, -2.3633], [-2.9148, 3.4803, -2.6468], [-1.2601, -2.9273, 3.9769], [-3.2520, -4.3123, 2.7701], [-2.8445, -4.6554, 1.0868], [-4.0042, -3.3807, 1.4724], [-0.3685, -0.3426, 4.9180], [1.5133, 0.7293, 6.1133], [3.7749, 0.7225, 5.1236], [4.1770, -0.4052, 2.9616], [2.3066, -1.5328, 1.7947], [2.8323, -1.5589, -4.4239], [4.9758, -0.3479, -4.3877], [5.8553, 0.5777, -2.2713], [4.5949, 0.2600, -0.1626], [2.4934, -1.0218, -0.1731], [3.1290, 4.9253, 1.1916], [2.4396, 3.8101, 1.0195], [1.8417, 3.2239, 2.1342], [1.1269, 2.0567, 1.9699], [1.0252, 1.5245, 0.6879], [1.6517, 2.0948, -0.4173], [2.3610, 3.2720, -0.2553], [1.9511, 3.6908, 3.1042], [0.6482, 1.5853, 2.8159], [1.5951, 1.6539, -1.4161], [2.8537, 3.7620, -1.0838]], "mulliken_charge": [0.27, -1.31, 0.86, -1.35, 0.00, -0.25, 0.91, -1.13, 0.45, 0.24, 0.06, -1.33, 0.86, -1.36, 0.50, -0.25, -0.48, -0.67, -0.72, -0.77, 0.48, 0.10, -0.13, -1.31, 0.92, -1.39, 0.22, -0.57, -0.71, -0.58, -0.79, 0.33, 0.51, -0.73, -0.73, -0.67, -0.51, 1.04, 0.39, 0.27, 0.29, 0.56, 0.01, 0.61, 0.41, 0.28, 0.27, 0.68, 0.55, 0.44, 0.44, 0.50, 0.59, 0.39, 0.29, 0.30, 0.52, 0.45, 0.47, 0.48, 0.51, 0.50, 0.43, 0.46, 0.54, -0.32, -0.33, 0.09, -0.91, 0.10, 1.43, -1.02, -1.00, 0.56, 0.62, 0.56, 0.61], "total_charge": 2, "spin_multiplicity": 2, "homo_energy_ev": [-14.1, -14.1], "gap_ha": [0.2323, 0.1931], "de_lowest_kj_mol": 96.5}

=====

2.
{"formula": "C3H7ClO2S", "method": "ωB97M-V/def2-TZVPD", "symbols": ["C", "C", "C", "O", "O", "S", "Cl", "H", "H", "H", "H", "H", "H", "H"], "xyz": [[-1.4197, -0.9643, 0.3762], [-0.4287, 1.3219, -0.1243], [-0.2735, -0.1962, -0.2077], [2.0413, -1.1985, -1.2823], [0.8454, -0.5112, 0.6387], [2.3008, -0.8249, 0.0429], [3.0121, 1.1857, -0.0566], [-1.2109, -0.9688, 1.5251], [-2.3576, -0.3978, 0.1915], [-1.4820, -2.0268, 0.0255], [-0.5647, 1.8847, -1.0140], [0.5858, 1.6851, 0.2758], [-1.0425, 1.6131, 0.7401], [-0.0058, -0.6017, -1.1308]], "nbo_charge": [-0.63, -0.66, 0.07, -0.79, -0.72, 1.42, -0.27, 0.23, 0.22, 0.22, 0.23, 0.25, 0.22, 0.21], "spin_multiplicity": 3, "homo_energy_ev": [-6.2, -11.0], "gap_ha": [0.2590, 0.2571], "de_lowest_kj_mol": 76.9}

=====

3.
{"formula": "C16H33Cl10N3O3", "method": "ωB97M-V/def2-TZVPD", "symbols": ["Cl", "C", "C", "Cl", "H", "H", "H", "H", "Cl", "C", "C", "Cl", "H", "H", "H", "H", "Cl", "C", "C", "Cl", "H", "H", "H", "H", "C", "O", "N", "C", "C", "H", "H", "H", "H", "H", "H", "H", "C", "O", "N", "C", "C", "H", "H", "H", "H", "H", "H", "H", "C", "O", "N", "C", "C", "H", "H", "H", "H", "H", "H", "H", "C", "Cl", "Cl", "Cl", "Cl"], "xyz": [[22.6763, 13.5672, 14.2206], [21.9508, 14.6431, 13.0260], [22.8252, 15.8586, 12.7261], [22.6966, 16.9857, 14.1207], [20.9914, 14.9874, 13.4022], [21.7847, 14.1124, 12.0901], [22.3779, 16.4538, 11.9334], [23.8719, 15.6747, 12.5116], [16.2687, 9.4442, 17.5609], [15.9375, 11.0611, 18.2206], [16.8647, 11.3078, 19.3989], [16.6486, 12.9446, 20.0654], [14.9544, 10.9219, 18.6705], [15.8980, 11.8177, 17.4463], [17.9150, 11.1634, 19.1495], [16.6295, 10.6217, 20.2077], [15.0760, 18.6159, 13.7536], [16.2208, 17.5615, 12.8613], [17.5529, 18.2114, 12.6940], [17.4663, 19.7388, 11.7343], [15.7336, 17.2532, 11.9423], [16.3224, 16.7050, 13.5223], [18.2607, 17.4860, 12.2953], [18.0070, 18.5530, 13.6224], [18.2247, 15.0621, 14.8322], [18.5502, 15.1895, 13.6676], [18.5263, 14.0159, 15.6401], [18.2192, 14.1068, 17.0514], [19.1797, 12.8577, 15.0739], [17.7058, 15.8310, 15.4335], [17.7614, 13.2289, 17.5100], [17.4363, 14.8355, 17.2639], [19.1284, 14.3880, 17.5845], [20.1563, 12.5638, 15.4625], [18.4912, 12.0125, 15.1912], [19.3476, 12.9650, 14.0017], [19.6081, 17.1395, 19.3018], [18.9353, 16.1288, 19.1790], [20.7277, 17.3925, 18.5994], [21.3305, 18.7024, 18.6924], [21.0943, 16.5265, 17.5019], [19.3049, 17.8822, 20.0524], [22.4160, 18.7121, 18.6575], [21.0317, 19.2471, 19.5928], [20.9249, 19.3936, 17.9412], [22.1582, 16.6269, 17.2949], [20.9586, 15.4916, 17.8150], [20.5054, 16.6866, 16.5981], [20.2846, 10.8993, 12.0315], [20.1338, 12.0474, 11.6523], [20.8566, 9.9353, 11.2859], [21.0345, 8.5991, 11.8442], [21.6017, 10.1880, 10.0557], [19.9547, 10.6075, 13.0369], [20.3545, 8.2978, 12.6341], [22.0792, 8.5385, 12.1715], [20.9443, 7.8529, 11.0510], [21.1038, 9.6089, 9.2838], [21.5537, 11.2519, 9.8307], [22.6582, 10.0004, 10.2518], [13.5353, 16.2560, 17.0048], [15.1427, 16.2389, 16.2921], [13.6620, 17.0586, 18.5871], [12.4333, 17.1685, 15.9930], [12.9398, 14.5758, 17.1086]], "nbo_charge": [-0.07, -0.41, -0.36, -0.10, 0.25, 0.24, 0.23, 0.22, -0.06, -0.39, -0.39, -0.05, 0.22, 0.23, 0.22, 0.22, -0.08, -0.38, -0.38, -0.08, 0.23, 0.23, 0.25, 0.22, 0.54, -0.65, -0.43, -0.42, -0.44, 0.10, 0.20, 0.23, 0.22, 0.21, 0.19, 0.26, 0.53, -0.64, -0.43, -0.41, -0.42, 0.12, 0.21, 0.21, 0.19, 0.21, 0.22, 0.20, 0.53, -0.64, -0.43, -0.41, -0.42, 0.12, 0.22, 0.19, 0.20, 0.21, 0.24, 0.20, -0.22, 0.05, 0.06, 0.07, 0.04], "homo_energy_ev": -9.3, "gap_ha": 0.3530, "de_lowest_kj_mol": 0.0}

=====

4.
{"formula": "C8H8N2O3S", "method": "ωB97M-V/def2-TZVPD", "symbols": ["C", "C", "C", "C", "C", "C", "C", "C", "N", "N", "O", "O", "O", "S", "H", "H", "H", "H", "H", "H", "H", "H"], "xyz": [[1.9749, 1.3929, 1.9352], [0.7123, 1.9739, 2.1620], [2.3211, 0.4630, 0.9105], [-0.2665, 1.6508, 1.1449], [1.3348, 0.2843, -0.0678], [0.0947, 0.9776, 0.0468], [1.3625, -0.6574, -1.1495], [-0.7061, -0.0256, -1.4646], [0.3644, -0.6976, -1.9304], [-1.9679, -2.4478, -1.2853], [-0.6821, -1.8121, 0.7431], [-2.7194, -0.5666, 0.3152], [-1.7018, 0.3650, -2.2337], [-1.5399, -1.2031, -0.2135], [2.6639, 1.4587, 2.7596], [0.6822, 2.7102, 2.8952], [3.3223, 0.0870, 0.8546], [-1.3952, 1.8633, 1.3546], [2.3126, -1.2157, -1.2414], [-1.2176, -2.9301, -1.6057], [-2.3158, -1.8857, -2.1460], [-2.6332, 0.2148, -1.7838]], "mulliken_charge": [-0.29, -0.80, -1.01, 0.01, 1.37, -0.14, -0.56, 0.48, -0.60, -0.60, -0.59, -0.63, -0.54, 1.02, 0.34, 0.46, 0.39, 0.25, 0.38, 0.30, 0.36, 0.41], "spin_multiplicity": 3, "homo_energy_ev": [-6.0, -9.5], "gap_ha": [0.2375, 0.2177], "de_lowest_kj_mol": 223.0}

=====

5.
{"formula": "C17H22N3O7STa", "method": "ωB97M-V/def2-TZVPD", "symbols": ["Ta", "C", "C", "C", "C", "C", "H", "H", "H", "H", "H", "N", "C", "C", "C", "O", "O", "H", "H", "H", "H", "H", "H", "O", "C", "O", "C", "C", "N", "N", "C", "C", "O", "O", "H", "H", "H", "O", "S", "C", "C", "C", "C", "H", "H", "H", "H", "H", "H", "H", "H"], "xyz": [[0.3868, 0.1978, 0.9420], [-1.4400, -0.5868, 2.3312], [-0.7538, -1.7368, 1.8730], [0.5335, -1.7436, 2.4574], [0.6529, -0.5930, 3.2545], [-0.5673, 0.1277, 3.1743], [-2.4376, -0.2875, 2.0566], [-1.1472, -2.4807, 1.1992], [1.3048, -2.4794, 2.2894], [1.5305, -0.3133, 3.8158], [-0.8085, 1.0485, 3.6833], [1.4693, 2.0199, 2.1586], [2.0647, 3.1272, 1.3441], [1.0034, 3.7236, 0.3747], [0.2935, 2.4719, 0.0529], [-0.7017, 2.0876, 0.7587], [0.8972, 1.5454, -0.5921], [0.8490, 2.4274, 2.8548], [2.2360, 1.5725, 2.6543], [2.8769, 2.6926, 0.7665], [2.4622, 3.9060, 1.9915], [1.5009, 4.1711, -0.4819], [0.3411, 4.4347, 0.8616], [5.0699, -2.5658, -1.7773], [3.9233, -2.9912, -2.2831], [3.8439, -3.7867, -3.1715], [2.6532, -2.4353, -1.7013], [1.3963, -2.8052, -2.1510], [0.4902, -2.1251, -1.4349], [1.0821, -1.3306, -0.5347], [2.3920, -1.5179, -0.6878], [3.2088, -0.7248, 0.2563], [4.4078, -0.7083, 0.2754], [2.4243, -0.0498, 1.0828], [4.9710, -1.9143, -1.0563], [1.1254, -3.5048, -2.9262], [-0.5144, -2.1383, -1.4991], [-1.2608, -0.2353, -0.3557], [-1.8950, 0.7261, -1.4353], [-3.4431, 1.3035, -0.6916], [-4.5102, 0.2720, -1.0295], [-4.2333, -0.1211, -2.4763], [-2.7414, -0.4465, -2.5447], [-3.6381, 2.2631, -1.1771], [-3.2434, 1.4876, 0.3618], [-5.5043, 0.6970, -0.9004], [-4.4315, -0.5961, -0.3716], [-4.4734, 0.7030, -3.1497], [-4.8126, -0.9849, -2.7986], [-2.2959, -0.3775, -3.5348], [-2.5377, -1.4256, -2.1079]], "nbo_charge": [2.19, -0.27, -0.27, -0.24, -0.23, -0.29, 0.27, 0.27, 0.28, 0.27, 0.27, -0.81, -0.21, -0.52, 0.83, -0.69, -0.67, 0.40, 0.43, 0.24, 0.24, 0.28, 0.26, -0.64, 0.78, -0.52, -0.21, 0.09, -0.29, -0.35, 0.08, 0.79, -0.52, -0.79, 0.51, 0.28, 0.44, -0.99, 1.23, -0.57, -0.42, -0.42, -0.56, 0.26, 0.26, 0.27, 0.22, 0.23, 0.26, 0.27, 0.23], "total_charge": 2, "homo_energy_ev": -15.4, "gap_ha": 0.3246, "de_lowest_kj_mol": 22.5}

=====

6.
{"formula": "C4H8N2O2", "method": "ωB97M-V/def2-TZVPD", "symbols": ["C", "N", "C", "N", "C", "C", "O", "O", "H", "H", "H", "H", "H", "H", "H", "H"], "xyz": [[0.1801, -0.8925, -1.5722], [-1.0835, -0.8344, -1.2682], [-0.4933, 1.1101, 0.8198], [-1.4905, -1.8997, -0.5263], [0.7801, 0.4840, 1.2903], [1.9916, 0.7166, 0.7658], [-0.3020, 2.0283, -0.1493], [-1.5402, 1.0224, 1.4410], [-1.1936, 2.4084, -0.2831], [-2.4859, -2.0603, -0.7040], [-1.4680, -1.6410, 0.4663], [0.6034, -0.1190, -2.2287], [0.8528, -1.6990, -1.2373], [0.6663, -0.1479, 2.1643], [2.1140, 1.3156, -0.1316], [2.8686, 0.2085, 1.1533]], "nbo_charge": [-0.09, -0.27, 0.75, -0.69, -0.32, -0.31, -0.68, -0.59, 0.50, 0.36, 0.36, 0.18, 0.17, 0.22, 0.21, 0.21], "homo_energy_ev": -8.8, "gap_ha": 0.3369, "de_lowest_kj_mol": 320.8}

=====

| no. | F_max (eV Å⁻¹) |
| --- | --- |
| 1 | 1.70 |
| 2 | 5.83 |
| 3 | 1.53 |
| 4 | 7.40 |
| 5 | 0.39 |
| 6 | 4.05 |